<a>
2 unconnected molecules or ions with the total composition C17H19NO, computed with ωB97M-V/def2-TZVPD.

Last column: Mulliken charge in e.
Geometry (Å):
H: 0.05 1.94 -3.98  0.30
C: 3.32 1.76 0.24  -0.82
C: -2.94 -0.55 -2.16  -0.30
C: -2.27 -0.62 -0.94  -0.45
C: -2.41 0.15 -3.23  -0.81
H: -3.92 -1.02 -2.22  0.37
H: -0.51 -0.13 0.09  0.14
C: 1.92 0.32 1.24  1.33
H: 4.84 -0.41 -0.54  0.37
H: -0.41 -1.26 3.10  0.44
H: -2.72 -3.25 -0.38  0.39
C: 0.14 -0.46 2.62  -0.59
H: 4.85 -0.75 1.16  0.29
H: -1.40 -2.79 0.71  0.25
H: -2.90 0.28 -4.19  0.38
H: 3.70 -1.60 0.11  0.36
H: -1.32 1.05 3.22  0.40
H: -2.68 -0.59 1.14  0.18
C: -0.43 0.61 -1.94  -0.57
H: -3.99 -1.24 0.14  0.43
C: 1.28 -0.73 1.91  -0.27
H: 2.27 3.44 0.92  0.26
C: 0.19 1.88 2.00  -0.79
C: 3.19 0.45 0.57  0.26
C: -2.47 -2.67 0.52  -1.11
O: -0.63 1.31 -4.24  -0.59
H: -0.24 2.86 1.96  0.42
H: 4.08 2.19 -0.39  0.43
C: 1.38 1.61 1.33  -0.35
H: 1.59 -1.77 1.83  0.33
C: 4.18 -0.64 0.31  -1.40
N: 2.20 2.48 0.64  -0.13
C: -1.14 0.70 -3.12  0.98
C: -1.02 -0.03 -0.86  0.42
C: -0.40 0.84 2.68  -0.53
H: -3.04 -3.15 1.32  0.34
H: 0.56 1.04 -1.84  0.31
C: -2.91 -1.22 0.29  -0.68

Summary:
- Kohn-Sham gap: 0.3242 hartree
- Highest occupied orbital energy: -8.095 eV

=====

<b>
2 unconnected molecules or ions with the total composition C17H19NO, computed with ωB97M-V/def2-TZVPD.

Last column: Mulliken charge in e.
Geometry (Å):
C: 0.51 0.25 1.92  -0.63
H: -0.24 -3.60 -1.83  0.30
H: 4.35 0.44 2.32  0.40
N: 2.58 1.64 4.56  -0.10
C: -0.84 -2.77 -2.24  -0.60
H: -0.98 1.29 -5.03  0.52
O: -2.54 -4.35 -2.92  -0.56
H: -3.67 -2.33 -4.20  0.39
H: 3.40 -0.44 0.50  0.34
C: -2.05 -0.93 -3.72  -0.27
H: 0.32 2.08 -4.48  0.38
C: -2.68 -2.19 -3.76  -0.82
C: -1.98 -3.12 -2.91  0.76
H: -1.54 1.49 3.36  0.27
H: 3.28 1.57 5.27  0.23
H: -1.45 2.45 -3.99  0.29
H: -2.31 -4.85 -2.07  0.32
H: -0.71 1.26 -2.02  0.27
C: 1.01 0.91 3.04  1.43
C: -1.07 1.74 4.35  -1.25
C: -0.61 1.70 -4.20  -1.45
C: 2.73 -0.18 1.30  -0.37
H: -0.63 0.17 1.83  0.11
C: 0.37 1.56 4.09  0.51
H: -2.76 -0.14 -4.07  0.24
C: -0.33 -1.51 -2.19  -0.26
H: 1.32 2.59 5.97  0.36
C: -0.99 -0.57 -2.97  -0.04
C: 1.32 1.98 5.04  -0.62
H: -1.58 2.69 4.54  0.36
H: 0.93 -1.07 0.35  0.40
H: -1.41 0.92 4.98  0.27
H: 0.75 0.73 -2.87  0.36
C: 2.42 1.04 3.27  -0.30
H: 0.73 -1.37 -1.77  0.40
C: 1.35 -0.35 1.08  -0.42
C: 3.31 0.49 2.41  -0.98
C: -0.32 0.78 -2.91  -0.23

Summary:
- Kohn-Sham gap: 0.3057 hartree
- Highest occupied orbital energy: -7.502 eV

=====

Stability check: which of them is least stable? <b>.

=====

<a>
C23H29N3O2 in the gas phase, computed with ωB97M-V/def2-TZVPD.

Last column: Mulliken charge in e.
Geometry (Å):
H: -8.22 -1.26 -2.66  0.37
H: 3.46 -0.32 -1.62  0.38
H: -5.53 -0.36 0.58  0.29
C: -0.40 -2.31 0.45  -0.74
C: 5.32 -0.76 -0.65  0.55
N: -3.56 -0.84 0.21  1.07
H: -0.38 -3.31 0.05  0.53
H: -7.17 0.45 -1.15  0.31
H: -4.38 3.81 1.10  0.33
C: -1.59 -0.22 0.99  1.66
H: 6.45 3.85 0.09  0.36
C: 4.38 0.09 -1.21  -0.35
H: 6.00 -2.79 -0.61  0.43
N: 3.14 -1.90 0.98  -0.03
H: -7.27 -2.01 -1.38  0.31
C: 0.72 -0.45 1.54  -1.21
C: 4.59 1.46 -1.27  -0.71
H: -5.23 -1.90 -0.29  0.39
H: 4.39 -2.56 -1.32  0.31
C: -2.99 2.33 1.80  -0.30
H: -4.73 0.90 -1.42  0.26
C: -7.21 -1.39 -2.27  -1.17
H: 5.09 -2.21 1.64  0.36
C: -1.58 -1.55 0.44  -0.27
C: -0.42 0.31 1.55  -0.57
H: 7.24 -0.84 0.30  0.39
C: -4.01 3.43 2.05  -1.51
C: 6.70 1.17 -0.20  -0.62
H: 3.13 -0.90 0.83  0.21
H: -6.67 0.61 -2.83  0.33
H: 5.08 4.03 -1.02  0.35
H: 4.24 -3.62 0.93  0.45
H: -6.61 -1.91 -3.01  0.31
C: 6.49 -0.20 -0.14  -0.49
C: -4.94 -0.85 -0.20  -0.96
N: -2.78 -1.89 -0.03  -1.41
H: -2.15 2.72 1.22  0.34
C: 4.42 -2.54 0.83  -0.84
C: 5.06 -2.23 -0.53  -1.10
C: -5.13 -0.11 -1.53  -0.25
H: -2.62 1.93 2.75  0.37
C: 5.76 2.02 -0.76  0.86
C: -6.60 -0.03 -1.94  -0.48
H: 6.70 3.71 -1.64  0.29
H: 1.61 -0.05 1.99  0.48
O: -3.64 1.30 1.07  -0.48
C: 6.00 3.49 -0.83  -1.42
H: -4.56 -0.63 -2.30  0.28
C: -2.92 0.19 0.80  0.08
O: 1.94 -3.81 0.98  -0.69
H: -0.40 1.30 1.99  0.40
H: 3.84 2.10 -1.71  0.34
H: 7.62 1.58 0.19  0.38
C: 0.74 -1.75 0.98  0.68
C: 1.97 -2.59 0.98  0.36
H: -4.85 3.04 2.62  0.34
H: -3.55 4.24 2.60  0.43

Summary:
- Kohn-Sham gap: 0.3027 hartree
- Highest occupied orbital energy: -7.603 eV

=====

<b>
C23H29N3O2 in the gas phase, computed with ωB97M-V/def2-TZVPD.

Last column: Mulliken charge in e.
Geometry (Å):
H: -0.93 2.06 -2.54  0.31
C: -1.73 -1.25 3.02  -1.05
H: -6.94 -1.24 3.57  0.39
H: 1.85 1.72 -2.45  0.15
H: 6.79 3.18 0.15  0.28
C: -5.56 -0.02 0.74  -0.73
H: -1.98 0.76 2.35  0.43
C: 0.00 -1.74 -0.32  -0.76
H: 5.62 2.35 -2.70  0.37
C: 1.26 -0.15 -3.37  -0.88
H: -0.77 -1.08 3.52  0.41
C: 5.82 3.48 -0.24  -1.49
H: -2.28 -2.02 3.57  0.56
C: 0.58 -0.53 -1.07  0.81
H: -2.53 0.47 4.01  0.43
C: 4.32 1.53 0.29  -0.96
H: 1.18 0.05 -0.34  -0.12
H: 4.38 0.34 -3.35  0.37
C: -6.52 -0.53 1.59  -0.41
H: -4.65 -0.87 4.37  0.40
H: -5.81 0.22 -0.29  0.42
H: 0.38 -0.52 -3.92  0.36
C: -0.55 0.42 -1.43  -0.39
H: 0.73 -2.54 -0.29  0.40
H: 2.13 -0.26 -4.01  0.46
C: -3.92 -0.12 2.50  0.38
C: -2.43 -2.52 1.01  -1.15
C: 5.04 2.26 -0.64  0.93
C: -6.19 -0.84 2.90  -0.60
H: -2.85 -1.96 0.17  0.35
H: -7.53 -0.69 1.23  0.38
H: 3.09 -0.16 0.69  0.44
N: -0.21 1.40 -2.29  -0.11
C: 3.62 0.39 -0.07  -0.16
H: 2.76 -1.95 -0.97  0.45
C: -0.29 -1.31 1.12  0.41
C: 2.80 -1.24 -1.80  -1.65
H: -3.51 0.57 0.52  0.52
H: 5.30 4.02 0.54  0.37
H: -2.02 -3.46 0.65  0.42
O: -1.65 0.36 -0.92  -0.63
C: -4.26 0.18 1.19  -0.26
O: 0.53 -0.63 1.72  -0.69
C: 5.05 1.81 -1.96  -0.71
N: 1.42 -0.95 -2.19  0.16
H: 3.26 -1.74 -2.65  0.56
H: -3.24 -2.74 1.70  0.38
C: 1.02 1.33 -3.04  -0.48
C: -4.90 -0.63 3.35  -0.27
N: -1.43 -1.74 1.69  0.11
H: 5.98 4.14 -1.09  0.37
H: 0.92 1.93 -3.95  0.49
H: 4.31 1.86 1.32  0.41
H: -0.89 -2.09 -0.84  0.42
C: 3.61 -0.04 -1.39  0.95
C: 4.35 0.68 -2.33  -0.50
C: -2.52 0.07 2.99  -1.03

Summary:
- Kohn-Sham gap: 0.3384 hartree
- Highest occupied orbital energy: -8.417 eV

=====

Stability check: which of them is least stable? <a>.

=====

<a>
C3H5PS in the gas phase, computed with ωB97M-V/def2-TZVPD.

Last column: Mulliken charge in e.
Geometry (Å):
P: 0.80 -1.25 -0.61  0.27
H: 1.04 -3.12 -2.00  0.18
H: 0.01 1.99 1.10  0.30
S: -2.18 0.82 1.10  -0.17
H: 1.40 0.46 1.04  0.28
H: -0.64 1.89 -0.52  0.30
C: 0.63 0.34 0.27  -0.50
H: -1.73 -0.40 1.38  0.13
C: 1.13 -2.00 -2.16  -0.37
C: -0.47 1.27 0.40  -0.42

Summary:
- Kohn-Sham gap (spin up / spin down): 0.2661 / 0.2654 hartree
- Highest occupied orbital energy (spin up / spin down): -8.713 / -8.688 eV

=====

<b>
2 unconnected molecules or ions with the total composition C3H5PS, computed with ωB97M-V/def2-TZVPD.

Last column: Mulliken charge in e.
Geometry (Å):
S: 0.80 -0.69 -0.74  -0.23
C: -1.44 0.21 -2.29  -0.69
H: -1.85 -0.50 -2.95  0.30
P: 1.35 -1.50 2.39  -0.07
H: 1.78 0.46 4.07  0.21
C: -0.09 -0.11 -1.96  0.06
C: 1.51 0.03 3.00  -0.37
H: 1.34 1.00 2.55  0.24
H: -2.05 -0.11 -1.43  0.28
H: -1.36 1.21 -2.65  0.26

Summary:
- Kohn-Sham gap (spin up / spin down): 0.2845 / 0.2504 hartree
- Highest occupied orbital energy (spin up / spin down): -7.917 / -7.440 eV

=====

Stability check: which of them is least stable? <a>.

=====

<a>
C5H13NOS in the gas phase, computed with ωB97M-V/def2-TZVPD.

Last column: Mulliken charge in e.
Geometry (Å):
C: 0.53 -0.07 -0.53  -0.53
H: -0.45 -2.00 -2.46  0.28
C: -0.60 -2.20 -1.37  -0.73
H: 0.60 2.34 -0.18  0.41
C: -0.78 -0.91 -0.61  0.39
H: 0.28 -2.80 -1.02  0.34
C: 0.44 1.29 0.21  -0.82
N: -1.82 -0.17 -1.39  -0.72
O: -1.72 -3.06 -1.19  -0.52
H: 2.68 2.80 3.10  0.33
H: -1.50 -3.99 -1.11  0.31
H: -1.19 -1.27 0.41  0.20
H: -2.71 -0.63 -1.21  0.24
H: 1.54 3.45 1.91  0.24
H: 1.23 -0.59 0.10  0.29
H: 0.77 -0.06 -1.62  0.29
H: 0.91 2.22 3.12  0.25
H: -0.36 1.34 0.98  0.41
S: 2.26 0.96 1.31  -0.12
H: -1.88 0.78 -1.01  0.26
C: 1.77 2.56 2.55  -0.78

Summary:
- Kohn-Sham gap: 0.3438 hartree
- Highest occupied orbital energy: -8.806 eV

=====

<b>
2 unconnected molecules or ions with the total composition C5H13NOS, computed with ωB97M-V/def2-TZVPD.

Last column: Mulliken charge in e.
Geometry (Å):
H: -2.42 1.05 0.90  0.24
H: -4.72 -2.06 0.50  0.24
H: 3.66 0.97 0.34  0.36
H: 1.40 1.51 1.23  0.31
H: -2.21 -1.23 0.72  0.39
H: 2.16 2.83 0.53  0.37
H: 4.01 -2.30 0.10  0.22
H: -4.94 -1.14 -0.83  0.32
H: 0.90 2.28 -0.52  0.28
C: -3.21 0.47 0.42  -0.80
H: -3.84 -2.46 -1.03  0.26
N: 3.83 -1.37 -0.10  -0.53
C: 1.70 1.91 0.20  -1.09
S: 2.17 -0.77 -0.31  0.52
H: 4.29 -0.97 -0.87  0.22
H: 3.18 1.12 -1.36  0.34
H: -4.08 0.81 0.02  0.31
C: 2.75 0.94 -0.33  -0.44
C: -3.03 -0.80 0.23  0.11
C: -4.10 -1.60 -0.31  -1.08
O: 1.54 -0.88 0.98  -0.56

Summary:
- Kohn-Sham gap: 0.3565 hartree
- Highest occupied orbital energy: -9.011 eV

=====

<c>
2 unconnected molecules or ions with the total composition C5H13NOS, computed with ωB97M-V/def2-TZVPD.

Last column: Mulliken charge in e.
Geometry (Å):
C: -2.74 -1.50 1.93  -1.09
H: -2.65 -2.34 1.24  0.34
C: -0.59 -0.85 0.75  0.51
H: -3.66 -0.98 1.66  0.32
H: -2.09 -0.23 -0.56  0.17
H: 1.45 3.50 -1.41  0.31
S: 1.28 1.27 -2.21  -0.12
C: 1.95 2.56 -1.17  -0.80
H: 2.34 -0.49 -0.93  0.27
H: 3.01 2.71 -1.42  0.27
H: -2.95 -1.95 2.91  0.32
O: 0.54 -1.30 0.85  -0.62
H: 1.86 2.32 -0.12  0.25
H: 2.18 -0.86 -2.62  0.28
H: -0.86 -0.87 2.82  0.28
H: -0.57 -0.45 -1.28  0.14
C: 2.41 -0.06 -1.93  -0.83
C: -1.47 -0.63 1.97  -0.38
H: 3.45 0.23 -2.05  0.36
N: -1.13 -0.52 -0.44  -0.30
H: -1.76 0.42 2.01  0.31

Summary:
- Kohn-Sham gap: 0.3410 hartree
- Highest occupied orbital energy: -8.487 eV

=====

Stability check: which of them is least stable? <b>.

=====

<a>
2 unconnected molecules or ions with the total composition C2H5NO5, computed with ωB97M-V/def2-TZVPD.

Last column: Mulliken charge in e.
Geometry (Å):
H: 1.47 -1.28 1.02  0.24
C: 0.84 -0.46 -0.58  -0.09
N: -2.75 0.01 0.12  1.04
O: -1.98 1.12 0.41  -0.39
C: 1.89 0.37 -0.82  -0.07
H: 2.13 1.00 -1.68  0.35
H: 0.27 -0.76 -1.46  0.33
H: -1.90 1.20 1.39  0.38
H: 2.72 0.09 0.86  0.24
O: -2.85 -0.83 0.96  -0.52
O: 2.87 0.58 0.07  -0.49
O: 0.61 -1.08 0.61  -0.49
O: -3.32 0.05 -0.90  -0.52

Summary:
- Kohn-Sham gap: 0.3260 hartree
- Highest occupied orbital energy: -8.563 eV

=====

<b>
C2H5NO5 in the gas phase, computed with ωB97M-V/def2-TZVPD.

Last column: Mulliken charge in e.
Geometry (Å):
O: 2.07 -0.22 -1.16  -0.60
C: -1.24 -0.45 0.06  -0.24
H: -0.49 -2.15 0.70  0.28
O: 1.01 0.53 0.56  -0.42
O: -0.53 -1.68 -0.09  -0.48
C: -0.44 0.71 -0.42  -0.05
H: 0.13 0.70 -1.31  0.50
N: 2.09 -0.03 0.02  1.16
H: -2.14 -0.73 -0.67  0.22
O: 3.01 -0.25 0.75  -0.62
O: -0.81 1.97 -0.26  -0.45
H: -1.19 2.01 0.66  0.36
H: -1.47 -0.43 1.15  0.34

Summary:
- Kohn-Sham gap: 0.3969 hartree
- Highest occupied orbital energy: -10.472 eV

=====

Stability check: which of them is least stable? <b>.

=====

<a>
C3H3Br2NO in the gas phase, computed with ωB97M-V/def2-TZVPD.

Last column: Mulliken charge in e.
Geometry (Å):
Br: -2.37 1.70 -0.51  -0.05
N: -0.68 1.28 0.23  -0.32
Br: -1.76 -2.09 2.35  -0.13
C: 0.13 0.29 -0.56  -0.41
O: -2.70 -1.11 0.09  -0.42
C: -0.64 -0.09 0.70  0.01
H: 0.08 -0.10 1.64  0.26
H: -0.06 0.02 -1.53  0.29
H: 1.22 0.57 -0.46  0.21
C: -1.77 -1.08 0.80  0.56

Summary:
- Kohn-Sham gap: 0.3607 hartree
- Highest occupied orbital energy: -9.613 eV

=====

<b>
2 unconnected molecules or ions with the total composition C3H3Br2NO, computed with ωB97M-V/def2-TZVPD.

Last column: Mulliken charge in e.
Geometry (Å):
C: -1.37 0.53 0.18  -0.06
C: 1.26 0.14 -0.40  -0.76
C: 0.78 -1.09 -0.22  -0.21
Br: -1.73 1.04 -1.48  0.04
O: -1.23 0.82 2.47  -0.61
H: 0.30 -1.36 0.74  0.40
Br: 0.70 -2.37 -1.63  -0.11
H: 1.63 0.49 -1.30  0.35
N: -1.42 0.87 1.31  0.58
H: 1.08 0.92 0.32  0.37

Summary:
- Kohn-Sham gap: 0.3377 hartree
- Highest occupied orbital energy: -9.409 eV

=====

Stability check: which of them is least stable? <b>.

=====

<a>
2 unconnected molecules or ions with the total composition C6H6F3NO3, computed with ωB97M-V/def2-TZVPD.

Last column: Mulliken charge in e.
Geometry (Å):
O: 0.33 -1.72 0.58  -0.25
H: -2.53 -0.18 0.12  0.38
H: -1.37 0.24 1.48  0.25
O: 2.12 -2.41 -0.80  -0.45
F: 2.39 2.40 0.67  -0.18
H: -1.50 2.00 -0.13  0.35
C: -1.71 -0.62 0.80  -1.14
C: -0.48 -0.78 -0.05  0.82
H: -1.97 -1.59 1.19  0.36
O: 1.55 0.50 1.44  -0.36
N: -0.14 -0.06 -1.05  -0.42
F: 3.65 0.69 0.62  -0.16
H: -2.40 2.46 -1.75  0.20
C: -1.65 1.79 -1.13  -0.78
H: -0.99 0.67 -2.80  0.32
C: -1.02 0.74 -1.71  -0.08
C: 1.45 -2.31 0.20  0.70
C: 2.44 1.11 0.98  0.69
F: 1.82 -2.96 1.35  -0.23

Summary:
- Kohn-Sham gap: 0.3623 hartree
- Highest occupied orbital energy: -9.373 eV

=====

<b>
2 unconnected molecules or ions with the total composition C6H6F3NO3, computed with ωB97M-V/def2-TZVPD.

Last column: Mulliken charge in e.
Geometry (Å):
C: 2.83 1.11 -2.12  0.63
H: 0.67 -1.37 -0.21  0.28
C: 0.76 0.51 -1.18  0.56
F: 0.46 3.93 0.12  -0.21
H: -0.59 -1.10 -1.52  0.29
H: -0.87 0.39 2.70  0.24
H: 0.73 -0.42 2.06  0.32
F: 2.14 2.88 0.68  -0.20
C: -0.26 1.19 0.94  -0.12
O: 2.03 3.68 -1.40  -0.44
F: 3.40 1.64 -3.18  -0.23
H: 1.13 -1.32 -2.09  0.29
O: 3.48 0.67 -1.25  -0.42
N: 0.45 1.28 -0.27  -0.19
C: 0.47 -0.97 -1.25  -0.90
C: -0.03 0.37 1.99  -0.79
H: -1.14 1.81 0.85  0.36
O: 1.49 1.00 -2.28  -0.32
C: 1.55 3.44 -0.35  0.85

Summary:
- Kohn-Sham gap: 0.3714 hartree
- Highest occupied orbital energy: -9.547 eV

=====

Stability check: which of them is least stable? <a>.

=====

<a>
2 unconnected molecules or ions with the total composition C3H5O2S2, computed with ωB97M-V/def2-TZVPD.

Last column: Mulliken charge in e.
Geometry (Å):
H: 0.54 -0.92 -0.85  0.39
C: -1.25 1.29 -0.95  0.41
O: -1.65 2.44 -0.72  -0.73
H: -0.01 -2.26 1.23  0.12
C: 0.62 -0.17 -0.06  -0.68
H: -1.49 -0.27 0.49  0.24
H: 1.32 0.58 -0.40  0.46
O: -1.18 0.65 -2.03  -0.71
H: -0.62 1.10 1.19  0.29
S: 1.43 -1.00 1.37  -0.01
S: 2.98 -1.92 0.45  -0.40
C: -0.71 0.47 0.27  -0.38

Summary:
- Kohn-Sham gap: 0.2338 hartree
- Charge: -1
- Highest occupied orbital energy: -4.562 eV

=====

<b>
A gas-phase ion, C3H5O2S2 (charge -1), computed with ωB97M-V/def2-TZVPD.

Last column: Mulliken charge in e.
Geometry (Å):
H: 1.44 -0.45 1.07  0.24
C: -0.04 -0.74 -0.57  -0.50
H: 0.70 0.97 0.57  0.23
C: -0.56 -0.17 1.88  0.50
H: -1.07 -0.58 -0.83  0.33
S: 0.56 1.74 -2.26  -0.26
S: 0.85 -0.29 -2.11  -0.10
C: 0.48 -0.09 0.70  -0.40
O: -1.49 -0.99 1.78  -0.72
H: 0.17 -1.82 -0.54  0.29
H: -0.75 1.82 -2.49  0.13
O: -0.27 0.62 2.81  -0.75

Summary:
- Kohn-Sham gap: 0.2585 hartree
- Charge: -1
- Highest occupied orbital energy: -4.104 eV

=====

Stability check: which of them is least stable? <a>.